(1)
Formula: C54H62N2O5P4Sr
Source: OMol25
Level of theory: ωB97M-V/def2-TZVPD

Computed properties:
- frontier orbital gap (eV) = 3.7
- HOMO (eV) = -11.07
- total charge = +2

Each line ends with the Löwdin charge.
CARTESIAN COORDINATES (ANGSTROEM)
Sr 1.1358 -3.1820 -3.4456  1.669
P -0.0710 -5.5873 3.0797  1.069
P -0.9905 -2.6679 6.2254  1.045
P 2.2239 3.5729 -5.6780  0.706
P 1.7248 5.3198 -2.5539  0.736
O -0.0800 3.6202 1.0076  -0.104
O -5.0764 -8.8619 3.7041  -0.129
O 1.6533 4.2896 -1.4802  -0.363
O 1.4838 2.2962 -5.8942  -0.375
O -12.5054 -0.9877 1.3007  -0.072
N 0.6921 -0.5651 -2.7882  -0.080
N -1.6314 -2.2120 -4.0826  -0.062
C 0.7173 -5.4912 1.4038  -0.339
C -2.2165 -7.2755 2.4520  -0.091
C -1.1135 -7.0118 3.2465  -0.457
C 3.2353 6.3830 -2.7752  -0.307
C 0.8506 -4.3157 0.6390  -0.068
C 6.2727 3.2614 -6.0303  -0.090
C 1.9156 4.4425 -7.2239  -0.320
C -1.2886 -9.2024 4.2431  -0.071
C -2.7773 -8.5879 2.4739  -0.109
C -2.0146 7.0086 -2.4232  -0.094
C -0.5992 -4.6653 8.0935  -0.090
C -2.3608 -5.5007 9.6035  -0.057
C -3.1786 -4.4413 9.1868  -0.075
C 6.5334 2.4345 -4.9476  -0.076
C -1.9955 0.7189 8.2816  -0.056
C -0.6766 -0.4524 -2.4635  -0.299
C -2.4153 -9.5126 3.4654  -0.060
C 0.3925 6.5414 -2.1841  -0.236
C -1.0644 -5.5971 9.0405  -0.061
C -1.8697 8.1520 -3.1346  -0.091
C -1.4851 1.7280 7.4898  -0.086
C -1.4800 -3.7276 7.5838  -0.408
C 3.9594 3.5774 -5.3879  -0.319
C -0.3399 0.0219 6.2064  -0.104
C 1.4675 4.6200 -4.2912  -0.262
C 1.3545 -6.6835 0.9459  -0.043
C -0.6354 -8.0030 4.1430  -0.111
C 5.5258 6.1893 -3.5503  -0.031
C 1.0970 3.6391 -8.0228  -0.077
C 1.4220 -4.4208 -0.6496  -0.208
C -2.5494 -3.0783 5.2089  -0.321
C 2.1031 5.7359 -7.5170  -0.103
C 5.5286 2.3773 -3.9992  -0.073
C -1.0812 -0.9869 6.8514  -0.421
C -0.5872 1.3926 6.4529  -0.065
C 1.9437 -5.5909 -1.1316  -0.147
C 0.5894 7.7749 -2.9878  -0.069
C 5.0544 3.9091 -6.2748  -0.043
C -2.7720 -3.6372 8.1578  -0.142
C 0.2597 5.6616 -9.1517  -0.069
C -1.9549 -0.6539 7.8337  -0.074
C 6.0281 6.4804 -2.2452  -0.020
C 4.2257 2.9526 -4.1567  -0.086
C -0.5506 8.4903 -3.4326  -0.085
C 3.7042 7.0759 -1.6286  -0.066
C -1.3663 -4.1902 3.1906  -0.373
C 4.1294 6.0474 -3.7110  -0.144
C 1.9599 -6.7350 -0.3226  -0.043
C 5.0563 7.0850 -1.4498  -0.099
C 0.1761 4.2988 -8.8676  -0.077
C -1.5729 -0.7677 -3.7007  -0.245
C -0.9406 6.3272 -1.7523  -0.048
C -2.2563 -4.3095 4.3774  -0.375
C 1.2500 6.3605 -8.4499  -0.072
H -3.5026 -2.9722 7.8026  0.072
H 2.2274 -5.7130 -2.1906  0.085
H 3.0961 7.6747 -1.0028  0.110
H -3.3164 -3.2102 6.0231  0.071
H -4.5234 -8.4994 4.4781  0.076
H -3.0138 6.5732 -2.2389  0.111
H -13.4321 -1.2215 1.0569  0.056
H 2.9928 6.2597 -7.1095  0.119
H -0.6402 3.6425 -9.2206  0.110
H 5.2912 7.6639 -0.5419  0.122
H -0.3969 9.3118 -4.1344  0.105
H -0.4948 -6.4307 9.3306  0.082
H -1.8475 -4.2142 2.2047  0.063
H 0.8788 -0.1334 -3.6622  0.069
H -1.3040 -0.1355 -4.5589  0.128
H 6.1074 5.9896 -4.4041  0.086
H 3.4539 2.8533 -3.4396  0.080
H -2.7035 -2.0959 4.6656  0.099
H 0.1840 -7.7362 4.8347  0.110
H -1.9203 -2.3180 -5.0916  0.112
H 3.8464 6.0329 -4.7656  0.100
H -3.2000 -4.6994 4.0932  0.091
H 2.4321 -7.6183 -0.6769  0.107
H -12.2414 -1.6437 1.9369  0.016
H -0.9713 -3.1305 3.3052  0.081
H -0.9464 -1.1822 -1.6505  0.127
H 6.9927 3.4166 -6.8512  0.119
H -0.8617 2.9938 0.8230  0.062
H -0.4031 6.2497 -9.8692  0.134
H 1.2352 -7.5328 1.6375  0.117
H -0.0822 2.1258 5.8688  0.090
H 0.3374 -4.6982 7.5868  0.082
H -2.4163 0.9269 9.2451  0.098
H -3.4602 -8.7932 1.6322  0.121
H 1.2724 -0.0421 -2.1309  0.114
H -4.0895 -4.2168 9.7305  0.111
H -1.2746 5.4653 -1.1685  0.097
H 0.2670 -0.2243 5.3651  0.075
H 4.9941 4.5719 -7.1435  0.114
H 1.2476 5.6122 -4.7295  0.054
H 1.6099 8.1175 -3.2582  0.101
H 0.5352 3.3612 0.2931  -0.009
H -2.6637 -1.3618 8.2545  0.082
H 1.5089 -3.5033 -1.2239  -0.015
H -1.9549 -5.1570 5.0262  0.103
H 1.3194 7.4424 -8.5424  0.106
H -0.9969 0.5138 -2.0569  0.131
H 0.4604 4.1167 -4.0868  0.081
H 7.0709 6.4603 -1.8857  0.118
H 0.3689 -3.3946 0.9737  0.106
H -2.9145 -10.4496 3.5883  0.111
H -2.7481 -6.5076 1.8307  0.122
H -2.7049 -6.2851 10.2730  0.106
H 7.4358 1.8145 -4.8927  0.118
H -2.5607 -0.3640 -3.3020  0.141
H 0.8889 2.5469 -7.9537  0.111
H -4.7541 -7.9743 3.2500  0.076
H -2.6601 8.8306 -3.4623  0.119
H -1.9091 2.7424 7.5774  0.115
H -0.8009 -9.8928 4.9175  0.112
H -2.2399 -2.7624 -3.4400  0.100
H 5.7261 1.9204 -3.0214  0.105

(2)
Formula: CHNO2P
Source: OMol25
Level of theory: ωB97M-V/def2-TZVPD

Computed properties:
- frontier orbital gap (eV) = 8.1
- HOMO (eV) = -3.74
- SMILES = N#CP([O-])O
- total charge = -1

Each line ends with the Löwdin charge.
CARTESIAN COORDINATES (ANGSTROEM)
P 0.5591 -0.5405 -0.4151  0.523
O 0.2579 0.1958 -1.7676  -0.638
O -0.9266 -1.1829 0.2405  -0.398
N 1.1260 1.5882 1.5143  -0.009
C 0.6593 0.9088 0.7055  -0.455
H -1.6758 -0.9694 -0.2777  -0.024

Question: What is the formula in the first record?
Answer: C54H62N2O5P4Sr

Question: What is the frontier orbital gap in the first record?
Answer: 3.7 eV

Question: What is the formula in the first record?
Answer: C54H62N2O5P4Sr